C4H8O2 | ωB97M-V/def2-TZVPD

Bonds (Å) are listed after each position.
Positions of all 14 atoms, in Å:
1 C -1.617 0.150 0.180  C2 1.521, H7 1.094, H8 1.096, H9 1.095
2 C -0.276 -0.356 0.691  C1 1.521, C3 1.528, O6 1.426, H10 1.096
3 C 0.540 -1.038 -0.405  C2 1.528, O4 1.416, H11 1.101, H12 1.092
4 O 1.118 0.072 -1.067  C3 1.416, C5 1.404
5 C 1.414 1.002 -0.056  O4 1.404, O6 1.413, H13 1.100, H14 1.097
6 O 0.569 0.736 1.044  C2 1.426, C5 1.413
7 H -2.109 0.775 0.931  C1 1.094
8 H -1.454 0.751 -0.722  C1 1.096
9 H -2.275 -0.688 -0.072  C1 1.095
10 H -0.395 -0.986 1.580  C2 1.096
11 H 1.313 -1.702 0.012  C3 1.101
12 H -0.062 -1.592 -1.129  C3 1.092
13 H 2.457 0.906 0.281  C5 1.100
14 H 1.236 2.006 -0.460  C5 1.097

- Energy above the lowest of the compared OMol25 structures with the same formula, charge and spin: 30.0 kcal per mole
- SMILES: C[C@H]1COCO1
- HOMO-LUMO gap: 10.79 eV
- Energy: -307.66458 Ha
- Highest occupied orbital energy: -9.8 eV
- LUMO level: 1.0357 eV
- Total charge: 0

natural (NBO) atomic charge list, values in e, 5 entries: atom 1 (C): -0.63, atom 2 (C): 0.07, atom 3 (C): -0.10, atom 4 (O): -0.53, atom 5 (C): 0.23

---

C4H8O2 | ωB97M-V/def2-TZVPD

Bonds (Å) are listed after each position.
Positions of all 14 atoms, in Å:
1 C 1.382 -0.216 -0.761  C2 1.530, H7 1.095, H8 1.094, H9 1.097
2 C 0.100 -0.966 -0.394  C1 1.530, C3 1.531, H10 1.096, H11 1.097
3 C -0.822 -0.202 0.559  C2 1.531, O4 1.399, C5 1.518, H12 1.105
4 O -0.323 -0.191 1.865  C3 1.399, H13 0.972
5 C -1.020 1.218 0.061  C3 1.518, O6 1.209, H14 1.111
6 O -0.831 2.177 0.772  C5 1.209
7 H 1.992 -0.813 -1.446  C1 1.095
8 H 1.983 -0.001 0.128  C1 1.094
9 H 1.153 0.734 -1.259  C1 1.097
10 H 0.346 -1.925 0.077  C2 1.096
11 H -0.475 -1.183 -1.304  C2 1.097
12 H -1.809 -0.700 0.532  C3 1.105
13 H -0.354 0.732 2.170  O4 0.972
14 H -1.324 1.337 -1.000  C5 1.111

- Energy above the lowest of the compared OMol25 structures with the same formula, charge and spin: 23.3 kcal per mole
- SMILES: CC[C@@H](O)C=O
- HOMO-LUMO gap: 11.22 eV
- Energy: -307.67524 Ha
- Highest occupied orbital energy: -10.4 eV
- LUMO level: 0.8681 eV
- Total charge: 0

natural (NBO) atomic charge list, values in e, 5 entries: atom 1 (C): -0.62, atom 2 (C): -0.41, atom 3 (C): -0.01, atom 4 (O): -0.71, atom 5 (C): 0.42

---

C4H8O2 | ωB97M-V/def2-TZVPD

Bonds (Å) are listed after each position.
Positions of all 14 atoms, in Å:
1 C -1.162 0.516 1.278  C2 1.521, H7 1.096, H8 1.093, H9 1.096
2 C -0.677 -0.259 0.063  C1 1.521, O3 1.415, C4 1.514, H10 1.104
3 O -1.624 -0.104 -0.977  C2 1.415, H11 0.969
4 C 0.643 0.283 -0.441  C2 1.514, C5 1.463, O6 1.428, H12 1.092
5 C 1.883 -0.492 -0.493  C4 1.463, O6 1.421, H13 1.090, H14 1.090
6 O 1.091 -0.312 -1.659  C4 1.428, C5 1.421
7 H -1.281 1.577 1.031  C1 1.096
8 H -2.130 0.136 1.614  C1 1.093
9 H -0.448 0.429 2.105  C1 1.096
10 H -0.575 -1.326 0.327  C2 1.104
11 H -1.154 -0.336 -1.793  O3 0.969
12 H 0.690 1.374 -0.450  C4 1.092
13 H 1.901 -1.510 -0.104  C5 1.090
14 H 2.844 0.022 -0.501  C5 1.090

- Energy above the lowest of the compared OMol25 structures with the same formula, charge and spin: 44.7 kcal per mole
- SMILES: C[C@@H](O)[C@H]1CO1
- HOMO-LUMO gap: 11.28 eV
- Energy: -307.64124 Ha
- Highest occupied orbital energy: -10.2 eV
- LUMO level: 1.0552 eV
- Total charge: 0

natural (NBO) atomic charge list, values in e, 5 entries: atom 1 (C): -0.62, atom 2 (C): 0.07, atom 3 (O): -0.71, atom 4 (C): 0.03, atom 5 (C): -0.10